{
  "formula": "C30H60O12S3",
  "method": "ωB97M-V/def2-TZVPD",
  "symbols": ["O", "S", "O", "C", "C", "C", "C", "H", "H", "H", "H", "H", "H", "H", "H", "O", "S", "O", "C", "C", "C", "C", "H", "H", "H", "H", "H", "H", "H", "H", "O", "S", "O", "C", "C", "C", "C", "H", "H", "H", "H", "H", "H", "H", "H", "C", "C", "C", "O", "H", "H", "H", "H", "H", "H", "C", "C", "C", "O", "H", "H", "H", "H", "H", "H", "C", "C", "C", "O", "H", "H", "H", "H", "H", "H", "C", "C", "C", "O", "H", "H", "H", "H", "H", "H", "C", "C", "C", "O", "H", "H", "H", "H", "H", "H", "C", "C", "C", "O", "H", "H", "H", "H", "H", "H"],
  "xyz": [[-4.1346, 4.8401, -3.2259], [-3.6046, 3.4829, -3.2227], [-3.5558, 2.7100, -4.4463], [-1.9191, 3.3688, -2.3613], [-2.1893, 2.8035, -1.0106], [-3.2607, 1.7213, -1.0838], [-4.4151, 2.4341, -1.9058], [-1.2848, 4.2290, -2.5757], [-1.4229, 2.5802, -2.9269], [-1.2257, 2.4561, -0.6380], [-2.4616, 3.6231, -0.3456], [-3.6253, 1.3915, -0.1109], [-2.8247, 0.8416, -1.5570], [-5.0584, 3.0906, -1.3199], [-5.1832, 1.7902, -2.3343], [2.5918, -0.6409, -2.8409], [3.9846, -1.0411, -2.9692], [4.4582, -1.6972, -4.1914], [5.0640, 0.4513, -2.5912], [5.7035, 0.2429, -1.1898], [5.8292, -1.2795, -0.9593], [4.4983, -1.8641, -1.4026], [4.4838, 1.3447, -2.8221], [5.7844, 0.4327, -3.4090], [6.7020, 0.6793, -1.2172], [5.0800, 0.7874, -0.4807], [6.1915, -1.5992, 0.0178], [6.5950, -1.6361, -1.6481], [3.7031, -1.6800, -0.6803], [4.5986, -2.9434, -1.5171], [-0.3082, 6.2737, 0.8959], [-0.6547, 6.3353, 2.2979], [-0.4229, 7.5451, 3.0868], [-2.4423, 5.8431, 2.4651], [-2.4136, 4.3122, 2.6837], [-1.0000, 3.7574, 2.5718], [-0.0933, 4.7951, 3.1643], [-2.9443, 6.2102, 1.5699], [-2.9671, 6.2039, 3.3497], [-2.7942, 4.1551, 3.6929], [-3.1037, 3.7689, 2.0382], [-0.7820, 3.6157, 1.5133], [-0.9722, 2.8122, 3.1141], [0.9813, 4.6312, 3.0837], [-0.4180, 5.0592, 4.1707], [3.0602, -1.4145, 3.7332], [3.3813, 0.0664, 3.9135], [3.2768, 0.6474, 5.3101], [3.7502, 0.7773, 2.9698], [2.4250, -1.5634, 2.8600], [2.6380, -1.8799, 4.6238], [3.9769, -1.8631, 3.3503], [3.9514, 0.1483, 6.0057], [2.2857, 0.4819, 5.7323], [3.3941, 1.7309, 5.2884], [-1.4434, 0.0757, -4.0128], [-1.3662, -1.3713, -4.3340], [-1.2765, -1.7364, -5.8271], [-1.2096, -2.2161, -3.4418], [-1.3155, 0.6300, -4.9425], [-0.5461, 0.3180, -3.4435], [-2.4353, 0.4425, -3.7488], [-0.9359, -2.7686, -5.9091], [-0.4503, -1.2478, -6.3436], [-2.2633, -1.6168, -6.2743], [-3.6862, -1.8676, -1.1155], [-3.4680, -3.3433, -0.8157], [-2.0518, -3.8933, -0.6735], [-4.3575, -4.1871, -0.7682], [-2.8585, -1.3029, -1.5444], [-3.9843, -1.3571, -0.1997], [-4.4954, -1.8556, -1.8456], [-1.5091, -3.0072, -0.3443], [-1.6515, -4.0720, -1.6714], [-1.8992, -4.7130, 0.0287], [2.2816, 0.9726, -0.0207], [0.8925, 0.5311, 0.3338], [0.4939, -0.9197, -0.0359], [0.2475, 1.2586, 1.0555], [2.5011, 1.9059, 0.4979], [2.3637, 1.1142, -1.0984], [3.0201, 0.2245, 0.2675], [0.4908, -0.9989, -1.1231], [-0.4897, -1.1895, 0.3485], [1.2093, -1.5947, 0.4340], [-2.1475, -2.9526, 3.3066], [-2.9934, -1.7394, 2.9502], [-2.4201, -0.6684, 2.1049], [-4.1382, -1.5889, 3.4414], [-1.2853, -2.5846, 3.8627], [-1.9612, -3.5814, 2.4360], [-2.6907, -3.5666, 4.0250], [-1.4212, -0.5140, 2.5131], [-3.0466, 0.2235, 2.1150], [-2.3115, -0.9817, 1.0666], [1.0227, -4.5690, 1.5066], [1.8405, -4.3965, 0.2246], [1.4480, -5.1425, -1.0756], [2.7293, -3.5877, 0.3642], [-0.0393, -4.5415, 1.2626], [1.2920, -3.7673, 2.1943], [1.2567, -5.5556, 1.9065], [2.2809, -5.7585, -1.4145], [1.2154, -4.4534, -1.8875], [0.6556, -5.8574, -0.8540]],
  "atomic_forces_ev_per_a": [[0.4, -1.2, 0.1], [0.6, -0.2, 1.4], [0.0, 0.3, 0.2], [-0.8, -0.7, -2.4], [0.9, 0.9, 1.3], [-0.8, 1.2, -0.8], [0.0, -0.3, -0.1], [-0.5, 0.4, 0.8], [-0.2, -0.2, -0.3], [-0.1, -0.3, 0.3], [-0.3, -0.1, 0.2], [0.0, 0.3, 0.0], [-0.4, 0.1, -0.4], [0.6, 0.4, 0.4], [0.5, -0.3, -0.6], [0.3, -0.5, -0.3], [1.3, 0.9, 0.6], [-0.6, 0.5, 1.5], [-0.1, -1.0, -1.0], [-0.1, 0.4, -0.9], [-0.2, 0.8, -1.1], [0.0, -0.9, 0.0], [-0.2, 0.0, 0.7], [0.3, -0.3, 0.2], [-0.1, 0.2, 0.2], [0.2, -0.3, 0.4], [-0.5, 0.2, 0.2], [0.1, -0.1, -0.2], [0.0, 0.1, -0.2], [-0.4, 0.1, -0.3], [0.0, 0.0, 0.4], [-1.1, 0.2, 1.3], [0.2, -1.2, -0.9], [0.4, -0.5, -0.1], [-0.6, 0.1, 0.0], [-0.5, -0.2, -0.2], [-0.2, 1.3, -0.3], [0.1, -0.2, 0.0], [0.6, 0.9, -0.2], [0.1, -0.2, 0.1], [0.0, 0.1, -0.2], [0.3, -0.3, 0.2], [0.3, -0.1, -0.3], [-0.1, 0.1, 0.0], [0.4, -0.3, 0.3], [0.3, 0.7, -0.7], [0.4, 1.2, -1.1], [-0.5, 0.1, -0.1], [-0.7, -1.5, 1.5], [-0.5, 0.3, 0.1], [0.3, -0.1, -0.2], [0.2, -0.3, 0.6], [0.3, 0.1, -0.1], [-0.2, -0.3, -0.1], [0.5, -0.2, 0.0], [0.1, 0.7, -1.5], [1.2, -1.8, 0.6], [0.4, -1.1, 1.0], [-0.6, 1.3, -1.5], [0.2, 0.0, -0.2], [-0.5, 0.2, 0.8], [0.2, -0.2, 0.9], [-0.6, -0.3, 0.2], [-0.5, 0.9, 0.0], [0.2, 0.2, -0.3], [-0.5, -0.4, -0.2], [0.0, -2.8, -0.2], [0.2, 2.1, 0.1], [0.2, 1.8, 0.0], [0.3, -0.6, 0.1], [-0.3, -0.1, 0.0], [-0.2, 0.3, 0.2], [0.7, -0.2, 0.3], [-0.1, -0.3, 0.0], [-0.5, -0.1, -0.3], [0.1, 0.2, -0.5], [0.7, -0.9, 1.0], [-0.3, 1.2, 0.2], [-0.9, -0.2, -0.2], [0.0, -0.1, 0.0], [0.1, -0.1, -0.1], [-0.1, -0.1, 0.0], [0.3, -0.4, 0.0], [0.1, 0.3, -0.1], [0.3, 0.0, -0.3], [-0.9, 0.3, 0.5], [-3.6, 0.0, 1.7], [0.4, -0.1, -0.1], [2.8, -0.6, -1.1], [0.5, -0.2, -0.5], [0.6, 0.3, 0.0], [-0.2, 0.1, -0.1], [0.1, 0.6, -0.3], [0.2, -0.1, 0.2], [0.1, -0.1, 0.1], [-0.3, -0.6, -1.0], [-0.8, 0.6, 1.0], [0.7, -0.1, 1.1], [0.8, -0.2, -1.4], [-0.1, -0.1, 0.2], [0.0, -0.3, 0.0], [-0.1, 0.0, 0.3], [0.3, 0.2, 0.0], [-0.2, 0.1, 0.2], [-0.3, 0.3, -0.2]],
  "lowdin_charge": [-0.34, 0.72, -0.35, -0.19, -0.25, -0.17, -0.18, 0.11, 0.07, 0.10, 0.11, 0.10, 0.07, 0.09, 0.09, -0.37, 0.72, -0.34, -0.20, -0.20, -0.20, -0.24, 0.09, 0.09, 0.11, 0.09, 0.12, 0.11, 0.06, 0.10, -0.33, 0.71, -0.35, -0.19, -0.23, -0.26, -0.20, 0.10, 0.10, 0.11, 0.10, 0.09, 0.12, 0.11, 0.10, -0.01, -0.45, -0.03, 0.04, 0.06, 0.08, 0.09, 0.09, 0.08, 0.08, -0.03, -0.44, -0.01, 0.03, 0.08, 0.09, 0.07, 0.08, 0.09, 0.09, -0.02, -0.45, -0.03, 0.06, 0.05, 0.07, 0.10, 0.04, 0.08, 0.07, -0.02, -0.44, 0.02, 0.05, 0.09, 0.07, 0.06, 0.08, 0.03, 0.06, -0.01, -0.46, -0.03, 0.04, 0.08, 0.06, 0.08, 0.08, 0.09, 0.04, -0.01, -0.44, 0.01, 0.03, 0.04, 0.07, 0.09, 0.08, 0.09, 0.07],
  "homo_ha": -0.3556,
  "energy_ha": -3276.3972,
  "e_lumo_ev": 0.11,
  "charge": 0,
  "homo_lumo_gap_ev": 9.787,
  "multiplicity": 1,
  "relative_energy_kcal_mol": 8.3
}

{
  "formula": "C30H60O30",
  "method": "ωB97M-V/def2-TZVPD",
  "symbols": ["C", "O", "C", "O", "O", "C", "H", "H", "H", "H", "H", "H", "C", "O", "C", "O", "O", "C", "H", "H", "H", "H", "H", "H", "C", "O", "C", "O", "O", "C", "H", "H", "H", "H", "H", "H", "C", "O", "C", "O", "O", "C", "H", "H", "H", "H", "H", "H", "C", "O", "C", "O", "O", "C", "H", "H", "H", "H", "H", "H", "C", "O", "C", "O", "O", "C", "H", "H", "H", "H", "H", "H", "C", "O", "C", "O", "O", "C", "H", "H", "H", "H", "H", "H", "C", "O", "C", "O", "O", "C", "H", "H", "H", "H", "H", "H", "C", "O", "C", "O", "O", "C", "H", "H", "H", "H", "H", "H", "C", "O", "C", "O", "O", "C", "H", "H", "H", "H", "H", "H"],
  "xyz": [[-3.8881, 15.6755, -8.2413], [-4.4291, 15.8271, -6.9175], [-3.6978, 15.5427, -5.8842], [-2.5659, 15.1969, -5.9579], [-4.3729, 15.7130, -4.7360], [-3.6325, 15.5441, -3.4906], [-2.8009, 15.7536, -8.2290], [-4.2137, 16.3887, -8.9985], [-4.1415, 14.6937, -8.6411], [-2.9842, 14.6679, -3.5048], [-4.3195, 15.4947, -2.6458], [-2.9848, 16.3782, -3.2209], [1.5284, 13.6701, 2.4395], [2.5325, 13.3878, 3.4399], [3.7054, 14.0117, 3.3281], [3.8999, 14.8899, 2.5305], [4.5237, 13.5652, 4.2464], [5.8699, 13.9973, 4.2440], [1.8483, 13.3668, 1.4426], [1.1266, 14.6658, 2.6271], [0.6920, 13.0218, 2.7005], [6.4080, 13.8770, 5.1843], [5.9196, 14.9910, 3.7987], [6.4493, 13.4308, 3.5150], [5.8557, 10.8606, -2.7959], [4.9081, 11.2383, -3.6881], [4.6281, 12.5148, -3.7270], [5.1059, 13.4876, -3.1313], [3.6841, 12.7394, -4.7712], [3.3272, 11.8321, -5.8523], [6.1429, 9.8640, -3.1312], [5.2942, 10.7645, -1.8666], [6.7375, 11.4702, -2.5985], [2.3557, 12.2743, -6.0729], [3.2269, 10.8022, -5.5097], [3.9708, 11.9136, -6.7283], [7.6272, 14.5955, -3.7101], [8.8247, 14.7548, -4.4795], [9.7703, 13.8443, -4.3161], [9.9172, 13.1240, -3.2767], [10.5623, 13.9246, -5.4294], [11.8713, 13.3642, -5.2656], [6.8469, 15.3001, -3.9978], [7.8944, 14.8338, -2.6805], [7.3195, 13.5580, -3.8404], [11.9127, 12.2940, -5.0630], [12.3567, 13.9003, -4.4501], [12.4275, 13.6675, -6.1526], [4.7278, 15.4829, -0.7940], [3.5238, 15.4497, -1.5258], [2.9533, 16.5468, -1.8933], [3.3870, 17.6671, -1.6388], [1.9210, 16.1341, -2.6645], [0.7378, 16.8923, -2.8623], [4.7758, 16.2556, -0.0266], [5.6799, 15.5909, -1.3136], [4.7463, 14.6131, -0.1373], [0.0052, 16.1928, -3.2651], [1.0115, 17.6730, -3.5721], [0.1866, 17.2203, -1.9810], [4.9507, 22.7832, -1.3771], [4.9377, 21.3942, -1.6196], [5.9103, 20.8382, -2.2607], [6.9942, 21.3564, -2.5061], [5.5914, 19.5559, -2.4830], [6.3905, 18.7187, -3.4098], [4.1011, 23.0093, -0.7327], [4.8659, 23.3404, -2.3100], [5.8815, 23.0306, -0.8666], [6.7079, 17.7050, -3.1652], [7.2743, 19.2058, -3.8218], [5.7402, 18.4354, -4.2373], [6.8409, 18.6543, 1.0977], [8.0595, 17.9836, 1.5249], [8.2690, 16.7033, 0.9081], [7.7110, 16.3046, -0.1013], [9.1922, 16.0376, 1.5636], [9.9389, 16.4846, 2.6268], [6.6023, 18.7732, 0.0408], [6.9868, 19.7041, 1.3519], [5.9461, 18.3267, 1.6269], [9.4344, 16.8286, 3.5297], [10.6712, 17.2474, 2.3624], [10.4228, 15.5833, 3.0030], [1.9822, 21.2638, -3.2795], [1.0719, 22.2928, -3.1955], [1.3559, 23.5547, -3.7351], [2.4814, 23.9392, -4.0904], [0.3061, 24.3470, -3.4882], [0.3980, 25.7970, -3.4940], [2.6827, 21.2615, -2.4444], [2.5356, 21.2790, -4.2184], [1.4612, 20.3156, -3.1468], [1.3251, 26.0780, -2.9945], [-0.2741, 26.2566, -2.7693], [0.2061, 26.1891, -4.4928], [0.7771, 12.6420, -1.9280], [0.4696, 13.4567, -0.7457], [-0.7417, 13.9847, -0.6644], [-1.6900, 13.9820, -1.5137], [-0.7690, 14.7464, 0.5013], [-1.9975, 15.1980, 0.9889], [1.0579, 13.2704, -2.7732], [-0.1392, 12.0836, -2.1194], [1.5486, 11.8878, -1.7730], [-2.3645, 16.0824, 0.4680], [-1.8682, 15.5728, 2.0042], [-2.6852, 14.3561, 1.0688], [4.0888, 22.7494, 3.8143], [3.2851, 22.3004, 2.7835], [3.7587, 21.3321, 1.9516], [4.8611, 20.8341, 1.9875], [2.7414, 20.9861, 1.1263], [2.7694, 19.7897, 0.3230], [4.2709, 21.8717, 4.4345], [3.4421, 23.4086, 4.3934], [4.9817, 23.2954, 3.5098], [3.7022, 19.8476, -0.2378], [1.9163, 19.8820, -0.3492], [2.7863, 18.8806, 0.9242]],
  "atomic_forces_ev_per_a": [[1.1, -0.7, -0.2], [-2.2, 1.0, -1.6], [0.4, 0.1, 1.2], [2.0, -0.7, 0.2], [-0.2, 0.3, 0.4], [0.4, -0.2, 0.0], [0.0, -0.1, 0.3], [-0.7, 0.4, 0.9], [-0.1, -0.1, 0.3], [-0.3, 0.0, -0.2], [-0.4, -0.3, -0.5], [0.0, 0.4, -0.7], [-0.4, -0.4, 1.0], [0.0, -0.7, 0.2], [-1.3, 0.8, -0.8], [0.7, 0.2, -0.3], [0.3, -1.1, 1.4], [0.9, 0.5, -1.7], [0.1, 0.8, 0.1], [0.5, 0.2, -0.8], [0.2, -0.3, 0.1], [-0.9, 0.2, 0.2], [0.0, 0.4, 0.7], [-0.1, -0.5, -0.1], [1.0, -2.2, 2.6], [-1.0, 1.4, -1.8], [-0.9, 3.5, -2.5], [-1.5, -3.4, -1.0], [1.6, 0.2, 1.7], [-0.5, 0.6, 1.2], [0.3, 0.0, 0.3], [0.6, -0.2, 0.6], [-0.3, 0.4, -0.6], [-0.1, -0.6, -0.5], [0.1, 0.1, -0.1], [0.3, 0.1, 0.3], [0.6, -0.3, 0.9], [-0.1, 0.1, -0.9], [0.7, -1.2, 2.7], [-0.2, 2.3, -4.3], [-0.5, -0.9, 1.5], [0.6, 0.9, 0.2], [0.4, -0.2, -0.6], [-0.3, -0.4, 0.2], [-0.2, 0.3, 0.3], [-0.3, 0.1, -0.2], [0.0, -0.2, 0.2], [-0.2, -0.4, -0.2], [1.0, 0.3, 2.1], [0.8, -1.7, 0.4], [0.6, 1.9, -0.3], [-1.7, -1.2, -0.7], [-0.2, 0.0, 0.9], [-0.1, 0.0, -0.6], [-0.6, 0.6, -0.3], [-0.5, -0.2, -0.7], [0.0, -0.4, -0.6], [0.3, 0.0, -0.6], [-0.7, 0.3, 0.2], [0.9, 0.5, 0.5], [0.6, 0.6, 0.2], [-2.1, -0.2, 0.5], [3.6, -0.6, -0.7], [-1.4, -0.4, -0.1], [0.6, -1.4, -0.7], [-0.4, 0.5, -1.1], [0.0, -0.2, -0.1], [0.0, 0.0, 0.0], [0.0, 0.2, -0.1], [-0.1, 0.3, 1.9], [-0.2, 0.5, 0.4], [-0.4, 0.8, -0.2], [0.1, 1.5, 0.3], [-0.7, -2.5, -1.9], [-1.3, 2.5, -0.5], [1.0, 0.6, 2.1], [-0.9, -1.1, -1.5], [1.3, 0.2, 2.0], [0.6, -1.1, -0.3], [0.1, -0.2, 0.5], [0.3, -0.4, 0.1], [-0.8, 0.3, -0.5], [0.0, -0.1, -0.2], [0.5, 0.1, -0.3], [1.5, -1.2, 0.0], [-1.7, 3.3, -1.1], [2.9, 0.3, 1.9], [-2.9, -1.3, 0.2], [-0.8, -0.4, -0.1], [0.9, -0.4, 0.6], [0.2, 0.4, -0.1], [0.0, -0.1, 0.0], [-0.3, 0.1, -0.4], [0.6, 0.0, -1.0], [-0.9, -0.8, -0.3], [0.4, 0.0, 0.2], [-1.3, 0.0, -0.1], [0.2, -0.5, -0.3], [-2.8, 2.0, -1.6], [3.6, -0.5, 3.2], [1.3, -1.6, -1.5], [-0.9, 0.3, 0.6], [-0.1, 0.1, 0.2], [0.0, 0.1, -0.5], [0.2, 0.6, 0.8], [-0.3, -0.4, -0.6], [0.6, -0.3, 0.1], [-0.4, 0.3, -0.4], [0.1, -0.1, 1.4], [-0.7, -0.7, -2.6], [-0.6, -0.7, -0.1], [-0.7, 0.5, 0.0], [-0.1, 0.9, 1.3], [1.5, 0.7, -0.2], [0.8, 0.3, 0.2], [0.2, 0.1, 0.0], [0.1, -0.3, -0.1], [-0.2, -0.4, -0.3], [0.1, -0.2, 0.3], [-0.3, 0.1, 0.1]],
  "lowdin_charge": [-0.02, 0.03, -0.66, 0.13, 0.01, -0.03, 0.09, 0.09, 0.09, 0.07, 0.09, 0.09, -0.03, 0.00, -0.63, 0.12, 0.02, -0.04, 0.09, 0.10, 0.09, 0.10, 0.09, 0.09, -0.07, 0.00, -0.49, 0.10, -0.06, -0.04, 0.11, 0.11, 0.11, 0.09, 0.09, 0.09, -0.03, 0.00, -0.53, 0.06, -0.02, -0.05, 0.09, 0.10, 0.08, 0.09, 0.09, 0.09, -0.05, 0.02, -0.57, 0.11, -0.02, -0.04, 0.08, 0.07, 0.09, 0.09, 0.09, 0.10, -0.02, -0.03, -0.62, 0.10, -0.01, 0.00, 0.10, 0.10, 0.10, 0.07, 0.09, 0.09, -0.05, -0.04, -0.50, 0.11, 0.02, -0.08, 0.08, 0.08, 0.09, 0.10, 0.10, 0.10, -0.08, -0.02, -0.49, 0.09, -0.02, -0.02, 0.08, 0.11, 0.09, 0.09, 0.09, 0.10, 0.02, -0.01, -0.49, 0.06, -0.05, -0.07, 0.10, 0.09, 0.09, 0.10, 0.09, 0.10, -0.08, -0.02, -0.55, 0.12, -0.02, -0.03, 0.10, 0.10, 0.10, 0.07, 0.09, 0.10],
  "homo_ha": -0.3754,
  "energy_ha": -3436.1709,
  "e_lumo_ev": 0.43,
  "charge": 0,
  "homo_lumo_gap_ev": 10.644,
  "multiplicity": 1,
  "relative_energy_kcal_mol": 112.5
}